1.
55
Properties=species:S:1:pos:R:3:forces:R:3:lowdin_charge:R:1 method="wB97M-V/def2-TZVPD" relative_energy_kcal_mol=68.1 lumo_energy_ev=-5.040 total_energy_ha=-1265.40944 spin_multiplicity=1 total_charge=+1 e_homo_ev=-11.30 homo_lumo_gap_ev=6.26
H 1.759 0.577 0.466 0.421 2.101 1.461 0.08
C 1.797 -0.474 -0.583 -0.815 -3.282 -3.815 -0.06
H 2.892 -0.679 -0.689 -0.667 1.151 1.096 0.16
C 1.055 -1.593 -0.045 0.868 1.071 0.226 -0.04
C -0.176 -1.932 -0.502 -1.364 0.596 -1.282 0.00
N -0.628 -1.419 -1.700 0.901 0.281 -0.521 0.01
C -1.909 -1.769 -2.261 -1.394 -0.244 -0.029 -0.19
C -2.044 -2.090 -3.645 0.691 0.020 1.381 0.00
C -3.266 -2.552 -4.091 -0.403 0.205 -0.176 0.02
C -4.422 -2.495 -3.270 0.011 -0.006 0.514 -0.24
O -5.615 -2.847 -3.827 0.748 0.394 0.485 -0.08
C -6.825 -2.481 -3.118 0.864 -0.043 -0.081 -0.04
C -4.290 -2.092 -1.916 0.044 -0.064 -0.804 0.00
C -3.043 -1.750 -1.409 1.050 -0.025 -0.179 -0.01
C 0.181 -0.598 -2.463 -0.981 0.148 1.488 0.08
C 1.249 0.022 -1.858 0.752 -1.453 0.377 -0.06
C 2.040 0.893 -2.765 0.633 1.275 -1.122 -0.48
N 3.221 1.377 -2.271 -0.687 -0.545 1.125 0.19
O 1.669 1.156 -3.901 -0.021 -0.521 0.894 0.08
H 1.449 -2.193 0.757 0.176 0.081 0.258 0.13
H -0.887 -2.597 -0.003 0.549 -0.011 -0.274 0.15
H -1.159 -1.999 -4.316 -0.936 -0.457 0.510 0.13
H -3.333 -2.939 -5.106 -0.257 0.273 0.180 0.13
H -7.595 -2.920 -3.739 -0.278 0.127 0.210 0.10
H -6.814 -2.917 -2.105 -0.247 0.129 -0.446 0.09
H -6.902 -1.378 -3.073 -0.074 -0.532 0.021 0.11
H -5.155 -2.032 -1.267 0.129 -0.010 -0.103 0.11
H -2.947 -1.450 -0.338 -0.047 -0.250 -1.048 0.13
H -0.120 -0.444 -3.511 0.294 0.311 0.851 0.15
H 3.343 1.410 -1.262 0.084 0.014 -0.377 0.10
H 3.596 2.160 -2.755 0.351 0.429 -0.511 0.11
C 1.776 0.959 1.618 -0.408 -1.063 2.562 -0.05
C 0.463 1.587 2.135 -0.214 0.438 -0.167 -0.16
C -0.701 0.942 1.683 -0.555 0.250 0.407 -0.05
C -1.981 1.296 2.136 0.663 -0.063 -0.077 -0.07
C -2.127 2.322 3.074 -0.296 -0.011 -0.085 -0.08
C -1.001 2.972 3.563 0.686 -0.068 -0.179 -0.06
C 0.288 2.624 3.098 -0.353 -0.477 -0.260 -0.01
C 3.121 1.270 2.319 0.233 0.244 0.014 -0.16
C 4.174 0.424 1.947 0.300 0.131 0.049 -0.07
C 5.468 0.556 2.453 -0.294 -0.130 -0.011 -0.07
C 5.740 1.537 3.405 0.200 0.099 -0.173 -0.08
C 4.709 2.332 3.891 -0.693 -0.214 -0.098 -0.06
C 3.396 2.169 3.397 0.346 -0.359 -0.521 -0.02
H 1.636 -0.101 1.907 -0.049 0.234 0.198 0.11
H -0.601 0.085 1.020 -0.071 0.276 0.058 0.08
H -2.843 0.727 1.780 0.187 0.292 0.111 0.10
H -3.127 2.606 3.426 0.490 -0.170 -0.121 0.11
H -1.095 3.758 4.334 0.057 -0.532 -0.565 0.12
H 1.131 3.124 3.570 -0.571 -0.014 -0.537 0.08
H 3.950 -0.418 1.294 0.176 0.198 -0.139 0.10
H 6.242 -0.140 2.118 -0.230 0.321 0.165 0.11
H 6.757 1.667 3.775 -0.263 -0.059 -0.044 0.11
H 4.895 3.070 4.690 -0.156 -0.544 -0.508 0.12
H 2.610 2.679 3.935 0.417 0.059 -0.388 0.07

2.
62
Properties=species:S:1:pos:R:3:forces:R:3:lowdin_charge:R:1 method="wB97M-V/def2-TZVPD" lumo_energy_ev=2.385 total_energy_ha=-3715.73794 spin_multiplicity=2 total_charge=-1 e_homo_ev=-4.48 s2=0.751 homo_lumo_gap_ev=6.86
Yb -0.939 -0.562 -1.353 0.348 -0.313 0.947 1.21
O -0.654 1.423 -1.958 0.490 0.662 -0.445 -0.26
C -0.838 2.649 -1.535 -0.789 -0.514 0.774 -0.35
C 0.025 3.705 -1.857 0.295 0.366 0.129 -0.02
C -0.154 4.997 -1.370 0.409 -0.386 0.508 -0.10
C -1.263 5.256 -0.577 -0.674 0.875 0.912 -0.13
C -2.141 4.249 -0.223 0.434 -0.423 -0.555 -0.06
C -1.905 2.926 -0.633 -0.761 0.833 0.081 -0.08
C -2.833 1.909 -0.132 0.560 -0.757 -0.832 -0.27
N -2.936 0.649 -0.574 -0.207 0.067 1.316 0.01
C -3.881 0.034 0.264 0.082 0.993 -1.407 -0.13
C -4.394 0.970 1.090 0.147 -0.847 0.193 -0.11
N -3.710 2.133 0.881 0.155 -0.181 -0.493 0.12
H 0.909 3.428 -2.402 0.192 0.067 -0.301 0.10
H 0.641 5.757 -1.430 -0.510 -0.414 -0.442 0.11
H -1.471 6.222 -0.089 0.440 -0.247 -0.636 0.10
H -3.026 4.521 0.355 0.303 -0.159 -0.022 0.10
H -4.235 -0.961 0.069 0.224 -0.183 0.184 0.09
H -5.146 0.826 1.813 -0.596 0.242 0.717 0.10
H -3.825 2.986 1.391 0.097 0.050 0.043 0.14
O -2.108 -1.859 -2.704 -0.401 -1.072 -1.035 -0.35
N -2.310 -3.208 -2.718 0.798 2.721 1.064 -0.19
C -2.598 -3.811 -3.862 -0.774 -1.340 0.012 -0.03
C -2.937 -5.167 -3.872 0.734 1.519 0.666 -0.06
C -2.774 -5.877 -2.666 -0.253 0.077 -1.078 -0.08
C -2.274 -5.196 -1.576 -0.462 -2.077 1.405 -0.10
C -2.147 -3.817 -1.516 0.738 0.442 0.411 -0.68
S -1.694 -2.883 -0.129 -0.503 -0.981 -0.262 0.56
H -2.605 -3.148 -4.700 -0.072 0.126 -0.393 0.13
H -3.234 -5.567 -4.813 -0.214 -0.560 -0.329 0.09
H -3.064 -6.944 -2.668 0.551 0.683 0.347 0.11
H -2.031 -5.777 -0.663 -0.311 0.610 -0.583 0.12
O 6.884 1.548 -0.594 -0.591 -0.745 -0.265 0.07
C 6.732 0.245 -1.064 -0.907 1.246 0.052 -0.48
O 7.724 -0.379 -1.257 0.896 -0.717 -0.083 0.10
C 5.350 -0.265 -1.335 0.011 -0.282 0.444 -0.16
C 4.198 0.536 -1.347 -0.225 -0.357 -0.841 -0.03
C 2.918 0.013 -1.618 1.791 0.784 0.818 -0.12
C 2.759 -1.350 -1.761 0.339 -0.519 -1.235 -0.72
S 1.218 -2.062 -2.126 -0.251 -0.102 -0.027 0.48
C 3.938 -2.141 -1.857 0.013 -0.674 1.033 -0.12
C 5.207 -1.658 -1.570 -0.326 0.612 -0.301 -0.03
H 6.009 1.935 -0.445 0.101 -0.109 0.020 0.08
H 4.284 1.618 -1.345 0.030 0.056 0.297 0.10
H 2.106 0.707 -1.700 -0.479 0.085 0.064 0.07
H 3.795 -3.218 -2.010 0.090 0.469 -0.081 0.09
H 6.098 -2.309 -1.564 -0.630 0.462 -0.040 0.12
C 1.521 1.739 4.344 0.164 -1.635 -0.208 -0.19
Si 0.192 0.492 3.906 0.027 0.037 -0.797 0.39
C 0.471 -1.239 4.494 -0.660 -0.559 -0.128 -0.20
C -1.447 1.080 4.636 -0.680 -0.063 0.542 -0.20
C 0.190 0.265 2.089 -0.391 0.556 1.079 -0.29
C -0.110 -0.072 0.956 -0.345 -0.258 -1.517 -0.22
H 1.708 1.858 5.386 0.062 0.166 0.907 0.01
H 1.293 2.664 3.895 -0.290 1.261 -0.534 0.01
H 2.425 1.352 3.880 0.270 0.079 -0.068 0.03
H 0.544 -1.314 5.564 -0.146 -0.207 0.658 0.01
H 1.332 -1.718 4.071 0.703 0.014 -0.307 0.02
H -0.369 -1.855 4.105 0.251 0.431 0.458 0.05
H -1.590 0.799 5.714 0.220 -0.125 -0.898 0.03
H -2.307 0.696 4.049 0.432 0.130 0.369 0.02
H -1.521 2.170 4.662 0.051 0.082 -0.307 0.01

3.
55
Properties=species:S:1:pos:R:3:forces:R:3:lowdin_charge:R:1 method="wB97M-V/def2-TZVPD" relative_energy_kcal_mol=46.9 lumo_energy_ev=-2.972 total_energy_ha=-1286.14599 spin_multiplicity=1 e_homo_ev=-7.39 homo_lumo_gap_ev=4.42
C -3.563 0.421 0.937 0.041 -0.009 -0.119 -0.07
C -2.152 0.405 1.550 0.786 -0.020 -0.111 -0.58
C -2.340 0.417 3.060 0.092 -0.004 0.267 -0.06
C -1.322 -0.813 1.069 -0.280 0.196 0.046 -0.07
C 0.195 -0.810 1.423 -0.696 -0.069 0.073 -0.54
O 0.785 -1.905 1.460 -0.127 0.293 0.034 -0.05
N 0.825 0.346 1.671 0.411 0.323 -0.003 0.11
C 0.206 1.546 1.471 -0.313 0.352 0.199 -0.51
O 0.802 2.622 1.598 -0.369 -0.677 -0.048 -0.03
C -1.301 1.605 1.075 -0.254 -0.356 0.112 -0.07
H -3.543 0.429 -0.159 0.060 -0.020 0.133 0.08
H -4.143 -0.460 1.259 0.239 0.206 -0.098 0.08
H -4.125 1.311 1.267 0.252 -0.222 -0.086 0.08
H -1.379 0.421 3.589 -0.143 -0.019 -0.042 0.08
H -2.908 1.311 3.357 0.167 -0.184 0.002 0.08
H -2.916 -0.465 3.373 0.163 0.153 0.018 0.08
H -1.765 -1.742 1.443 0.195 -0.015 -0.273 0.12
H -1.387 -0.768 -0.031 0.056 -0.437 0.197 0.12
H -1.367 1.587 -0.025 0.140 0.340 0.212 0.12
H -1.731 2.537 1.460 0.274 0.022 -0.236 0.12
C 2.539 -3.272 10.366 0.246 0.305 -0.297 -0.08
C 3.817 -3.508 9.834 -0.254 0.228 0.107 -0.07
C 4.477 -2.516 9.102 -0.261 0.228 0.190 -0.01
C 3.847 -1.284 8.938 -0.371 -0.496 -0.113 -0.25
O 4.425 -0.293 8.141 0.347 0.186 -0.881 0.01
C 4.442 -0.510 6.766 -0.575 -0.159 0.727 -0.20
C 3.487 0.155 5.993 -0.009 0.249 0.465 0.04
C 3.397 -0.120 4.648 -0.013 -0.323 -0.576 0.05
C 4.334 -1.004 4.002 -0.090 0.457 0.446 -0.16
C 4.072 -1.334 2.646 0.015 0.164 0.532 0.14
C 4.784 -2.179 1.754 0.294 -0.840 -0.913 -0.17
C 4.508 -2.047 0.348 0.168 -0.020 0.665 0.03
C 5.236 -2.764 -0.596 0.201 -0.114 0.051 -0.05
C 6.263 -3.638 -0.196 -0.506 0.637 0.343 -0.04
C 6.522 -3.802 1.173 -0.089 -0.117 0.109 -0.06
C 5.753 -3.152 2.136 0.172 0.256 -0.229 -0.01
C 5.416 -1.487 4.803 0.000 -0.368 0.075 0.02
C 5.390 -1.353 6.180 0.356 0.116 -0.131 0.02
C 2.603 -1.004 9.507 0.336 -0.118 -0.323 0.00
C 1.932 -2.019 10.185 0.267 -0.160 0.212 -0.07
H 2.022 -4.056 10.924 0.174 0.253 -0.220 0.10
H 4.307 -4.467 9.989 -0.147 0.168 -0.026 0.11
H 5.473 -2.660 8.680 -0.394 -0.131 0.224 0.11
H 2.817 0.856 6.505 0.202 -0.384 -0.390 0.14
H 2.587 0.317 4.055 0.215 -0.180 0.017 0.13
H 3.170 -0.870 2.247 -0.160 0.178 -0.241 0.10
H 3.729 -1.351 0.041 0.108 -0.159 0.064 0.13
H 5.019 -2.635 -1.659 0.017 -0.050 0.394 0.12
H 6.843 -4.189 -0.940 -0.175 0.210 0.265 0.12
H 7.336 -4.460 1.485 -0.411 0.059 -0.039 0.11
H 5.882 -3.414 3.190 0.002 0.108 -0.540 0.10
H 6.282 -1.976 4.346 -0.516 0.132 0.221 0.11
H 6.120 -1.844 6.831 -0.092 0.359 -0.480 0.12
H 2.197 0.001 9.374 -0.035 -0.426 0.032 0.13
H 0.935 -1.821 10.579 0.284 -0.104 -0.019 0.11

4.
66
Properties=species:S:1:pos:R:3:forces:R:3:lowdin_charge:R:1 method="wB97M-V/def2-TZVPD" relative_energy_kcal_mol=0.0 lumo_energy_ev=2.331 total_energy_ha=-6782.69482 spin_multiplicity=1 total_charge=-1 e_homo_ev=-5.65 homo_lumo_gap_ev=7.98
Mg 1.056 -0.730 -0.743 -0.098 -0.336 0.080 0.61
O 5.596 -4.939 -0.089 0.009 -0.015 0.005 0.06
C 4.656 -3.968 -0.272 -0.016 0.021 0.016 -0.29
C 4.516 -2.910 0.619 -0.034 0.034 -0.008 0.06
C 3.535 -1.972 0.355 0.107 0.009 -0.015 -0.15
N 2.747 -2.074 -0.702 -0.080 0.103 -0.061 0.11
C 2.886 -3.071 -1.568 0.041 -0.022 0.018 -0.15
C 3.842 -4.054 -1.397 -0.009 0.001 -0.004 0.07
C 1.954 -2.955 -2.775 0.031 -0.097 -0.122 -0.63
O 2.140 -3.714 -3.730 -0.007 0.065 0.078 0.01
O 1.118 -2.008 -2.675 -0.029 0.065 0.047 -0.12
C 3.278 -0.716 1.198 -0.079 -0.067 0.221 -0.61
O 3.985 -0.544 2.190 -0.003 0.021 -0.121 0.02
O 2.335 0.007 0.750 -0.062 0.076 -0.106 -0.10
H 6.067 -4.757 0.730 -0.001 -0.002 -0.010 0.10
H 5.140 -2.789 1.496 0.004 -0.005 0.000 0.12
H 3.947 -4.850 -2.120 -0.003 0.007 -0.001 0.13
O -4.366 -0.790 0.822 0.076 0.026 0.015 0.03
C -3.842 -1.982 1.231 0.023 -0.043 -0.037 -0.28
C -4.695 -2.901 1.831 -0.025 0.044 -0.010 -0.04
C -4.202 -4.128 2.250 -0.005 -0.006 0.009 -0.11
C -2.861 -4.439 2.081 0.009 -0.024 0.006 -0.11
C -2.017 -3.518 1.475 0.012 0.002 -0.003 -0.02
C -2.490 -2.290 1.040 -0.004 0.017 -0.046 -0.10
C -1.544 -1.331 0.314 -0.094 0.063 0.013 -0.47
O -0.283 -1.760 0.241 0.193 0.247 -0.155 -0.21
N -1.704 -0.026 1.046 -0.063 -0.068 0.135 -0.02
N -0.875 0.972 0.589 -0.068 0.138 -0.093 0.07
C -0.832 2.011 1.320 0.013 -0.092 0.027 -0.20
C -0.105 3.241 1.007 -0.018 0.021 0.022 -0.63
Br 1.433 3.123 -0.075 0.026 0.011 -0.040 0.83
C -0.447 4.434 1.504 0.059 -0.009 -0.020 -0.12
C -1.642 4.720 2.313 -0.050 0.043 0.043 -0.23
C -2.885 4.143 2.046 -0.039 0.017 0.024 -0.05
C -3.989 4.443 2.832 0.009 -0.019 -0.028 -0.08
C -3.874 5.332 3.890 -0.008 0.018 0.018 -0.10
C -2.649 5.933 4.150 -0.005 0.004 0.006 -0.09
C -1.548 5.634 3.366 -0.004 -0.037 -0.036 -0.04
H -3.607 -0.183 0.704 -0.057 -0.021 0.040 0.07
H -5.736 -2.634 1.961 0.010 -0.009 0.000 0.11
H -4.872 -4.842 2.716 -0.003 0.007 -0.002 0.09
H -2.475 -5.396 2.410 -0.004 0.005 -0.001 0.09
H -0.968 -3.723 1.305 -0.006 0.002 -0.004 0.11
H -2.000 -1.122 -0.678 0.068 0.019 0.010 0.16
H -1.583 -0.173 2.048 0.004 -0.031 -0.011 0.14
H -1.404 2.052 2.251 0.021 -0.025 0.007 0.13
H 0.209 5.276 1.313 0.014 -0.017 -0.001 0.10
H -2.993 3.468 1.207 0.005 0.017 0.002 0.12
H -4.942 3.980 2.611 0.001 0.004 0.004 0.10
H -4.737 5.564 4.502 0.010 0.000 -0.001 0.10
H -2.551 6.634 4.970 -0.005 -0.002 -0.002 0.10
H -0.592 6.101 3.575 -0.003 -0.001 -0.004 0.11
C 1.632 2.462 -4.153 0.024 -0.043 -0.039 -0.21
As 1.484 0.618 -3.599 -0.091 -0.014 -0.034 1.02
C 3.303 -0.006 -3.479 0.011 0.028 -0.067 -0.17
C 0.601 -0.282 -5.049 0.027 0.063 0.017 -0.18
O 0.664 0.666 -2.157 0.193 -0.152 0.145 -0.54
H 2.111 2.539 -5.129 0.004 0.005 0.007 0.03
H 2.213 3.000 -3.407 0.002 -0.004 0.004 0.02
H 0.633 2.892 -4.193 -0.018 -0.013 0.003 0.04
H 3.931 0.593 -4.139 -0.004 0.005 0.001 0.04
H 3.350 -1.053 -3.765 0.000 -0.017 -0.007 0.04
H 3.638 0.111 -2.449 -0.033 -0.006 0.012 0.05
H 1.089 -0.003 -5.984 0.002 -0.022 0.005 0.04
H -0.440 0.035 -5.069 0.001 0.023 0.036 0.04
H 0.662 -1.351 -4.863 0.017 -0.010 0.009 0.03